Entry 1:
{"formula": "C6H10N2OS", "method": "ωB97M-V/def2-TZVPD", "elements": ["C", "C", "C", "C", "C", "C", "H", "H", "H", "H", "H", "H", "H", "H", "H", "H", "N", "N", "O", "S"], "xyz": [[-1.188, 1.603, 1.996], [0.458, 1.823, 0.103], [0.778, 0.912, -1.071], [0.641, -1.510, -1.371], [0.253, -2.901, -0.948], [-0.539, -0.250, 0.509], [-1.378, 2.655, 1.842], [-2.096, 1.084, 2.211], [-0.511, 1.494, 2.876], [0.090, 2.783, -0.196], [1.343, 1.992, 0.752], [0.193, 1.184, -1.979], [1.845, 0.860, -1.335], [-0.846, -3.012, -0.974], [0.722, -3.567, -1.652], [0.581, -3.106, 0.066], [-0.558, 1.070, 0.818], [0.310, -0.391, -0.583], [1.290, -1.302, -2.383], [-1.387, -1.419, 1.319]], "atomic_forces_ev_per_a": [[1.2, 0.1, 0.6], [0.6, -0.4, 0.5], [-0.2, 0.0, -0.5], [0.3, 0.2, -0.2], [-0.6, 0.5, 0.0], [0.0, 0.1, 0.1], [-0.1, 0.3, -0.1], [-0.5, -0.3, 0.0], [-0.4, 0.1, -0.4], [-0.3, 0.5, -0.2], [-0.3, -0.1, -0.2], [0.5, -0.1, 0.5], [-0.5, 0.1, 0.1], [0.5, 0.0, 0.1], [0.1, -0.2, -0.2], [-0.1, 0.0, 0.1], [-0.1, -0.3, -0.3], [0.2, -0.4, -0.3], [-0.4, -0.1, 0.5], [0.1, 0.1, -0.1]], "mulliken_charge": [-0.9750, -0.5752, -0.6113, 0.7996, -1.3076, 0.2930, 0.3078, 0.3418, 0.3261, 0.3754, 0.2934, 0.2772, 0.3518, 0.3325, 0.3249, 0.3548, 0.0349, 0.0405, -0.5983, -0.3867], "mol_weight_g_mol": 158.2, "smiles": "CC(=O)N1CCN(C)C1=S", "e_above_lowest_kj_mol": 0.00, "gap_ha": 0.336, "total_energy_ha": -817.5918}

Entry 2:
{"formula": "C6H10N3", "method": "ωB97M-V/def2-TZVPD", "elements": ["C", "C", "C", "C", "C", "C", "N", "N", "N", "H", "H", "H", "H", "H", "H", "H", "H", "H", "H"], "xyz": [[-3.043, -1.362, -0.255], [-2.339, -0.161, 0.207], [2.417, -0.589, -0.075], [0.257, 2.019, -0.171], [3.144, -1.809, -0.137], [1.090, 3.156, -0.055], [1.841, 0.399, -0.018], [-1.402, 0.332, -0.498], [-0.709, 1.362, -0.213], [-4.094, -1.119, -0.427], [-2.604, -1.752, -1.168], [-2.642, 0.273, 1.163], [3.968, -1.783, 0.578], [2.484, -2.642, 0.107], [3.546, -1.948, -1.141], [2.022, 2.881, 0.436], [0.584, 3.924, 0.536], [1.325, 3.546, -1.048], [-3.030, -2.121, 0.528]], "atomic_forces_ev_per_a": [[-0.2, -0.3, -0.2], [0.1, 0.6, 0.6], [-0.4, 0.8, 0.0], [-2.8, -1.5, 0.0], [0.5, -0.9, 0.0], [0.9, 1.0, 0.1], [0.4, -0.3, 0.0], [-0.8, -2.2, -1.4], [2.3, 2.8, 0.9], [0.0, 0.0, 0.0], [0.0, 0.0, 0.0], [0.1, 0.1, -0.1], [0.0, 0.0, 0.0], [0.1, 0.0, 0.0], [0.0, 0.0, 0.0], [-0.1, 0.0, 0.0], [0.0, -0.1, -0.1], [0.0, 0.0, 0.0], [0.0, 0.0, 0.0]], "mulliken_charge": [-0.9464, 0.1362, 0.3104, 0.8075, -0.8747, -1.0013, -0.3347, -0.6901, 0.4397, 0.3004, 0.2991, 0.4114, 0.2895, 0.2825, 0.2877, 0.3487, 0.3332, 0.2953, 0.3058], "mol_weight_g_mol": 124.2, "e_above_lowest_kj_mol": 297.74, "gap_ha": 0.388, "total_energy_ha": -398.5529, "charge": 1}

Entry 3:
{"formula": "C6H10N3O", "method": "ωB97M-V/def2-TZVPD", "elements": ["C", "C", "C", "C", "C", "C", "N", "N", "N", "O", "H", "H", "H", "H", "H", "H", "H", "H", "H", "H"], "xyz": [[2.647, -0.484, -0.596], [1.309, 1.284, -0.793], [0.720, 0.163, -0.295], [0.845, 2.649, -1.092], [-2.693, -1.767, 1.628], [-1.468, -1.626, 0.739], [1.478, -0.903, -0.180], [2.594, 0.823, -0.966], [-1.308, -0.336, 0.222], [-2.113, 0.524, 0.185], [3.529, -1.090, -0.631], [1.683, 3.282, -1.365], [0.135, 2.639, -1.918], [0.340, 3.081, -0.230], [-2.759, -2.782, 2.009], [-2.622, -1.082, 2.471], [-3.606, -1.540, 1.081], [-1.539, -2.292, -0.139], [-0.523, -1.912, 1.220], [3.350, 1.371, -1.349]], "atomic_forces_ev_per_a": [[0.2, 0.0, 0.0], [-0.5, 0.1, 0.1], [-1.9, -1.7, 0.6], [-0.3, 0.3, -0.1], [-0.1, 0.2, 0.0], [-0.7, -1.9, 0.7], [-0.7, 0.1, 0.1], [-0.2, -0.2, 0.0], [3.2, 3.9, -1.4], [0.4, -1.4, 0.2], [0.2, 0.0, -0.1], [0.0, 0.1, 0.0], [0.0, 0.0, -0.1], [0.1, 0.1, 0.0], [0.1, -0.1, 0.0], [0.0, 0.0, 0.1], [0.0, 0.0, 0.0], [0.1, 0.2, 0.0], [-0.1, 0.3, -0.2], [0.0, 0.0, 0.1]], "mulliken_charge": [-0.3040, 0.2432, 0.7237, -1.2623, -1.2290, -0.2373, -0.4417, -0.0183, 0.3829, -0.2907, 0.4333, 0.3671, 0.3045, 0.3250, 0.3765, 0.3801, 0.3612, 0.3225, 0.3570, 0.2066], "mol_weight_g_mol": 140.2, "e_above_lowest_kj_mol": 572.51, "gap_ha": 0.286, "total_energy_ha": -473.7248, "charge": 1}

Entry 4:
{"formula": "C6H10N3O2S", "method": "ωB97M-V/def2-TZVPD", "elements": ["C", "C", "C", "C", "C", "C", "N", "N", "N", "O", "O", "S", "H", "H", "H", "H", "H", "H", "H", "H", "H", "H"], "xyz": [[-1.445, 1.488, 0.567], [-0.538, 2.179, 1.295], [0.572, 1.283, -0.336], [1.306, 0.698, -1.472], [0.222, 0.011, -2.193], [-0.915, 0.078, -1.522], [-0.688, 0.922, -0.405], [0.694, 2.101, 0.695], [-0.974, -1.520, 1.080], [0.504, -3.743, 0.937], [1.369, -1.382, 0.270], [0.250, -2.328, 0.197], [-2.494, 1.195, 0.747], [-0.645, 2.909, 2.202], [1.853, 1.315, -2.238], [1.961, 0.023, -1.002], [0.676, -0.601, -3.032], [0.896, -3.710, 1.824], [-1.784, -0.248, -1.879], [1.558, 2.186, 1.182], [-1.517, -2.230, 1.553], [-0.859, -0.625, 1.528]], "atomic_forces_ev_per_a": [[-0.7, -0.3, 1.2], [-0.7, 2.9, 3.1], [0.2, 0.5, -1.3], [0.5, 1.9, -0.8], [2.1, -1.9, -0.9], [3.1, 1.3, -0.4], [-1.1, -0.7, -1.5], [0.0, -0.6, 0.2], [0.2, -1.9, -0.4], [-0.1, 0.8, 0.4], [0.0, -0.7, 0.8], [-0.5, 0.8, -1.1], [0.8, 0.6, -0.2], [0.0, -1.9, -1.9], [-0.3, 0.1, 1.3], [1.3, -1.2, 0.0], [-1.8, 0.7, 0.8], [0.1, 0.1, 0.2], [-3.8, -1.2, -0.5], [0.6, 0.7, 0.3], [-0.4, 0.4, 0.3], [0.6, -0.3, 0.4]], "mulliken_charge": [-0.5480, -0.2135, 0.0868, -0.4552, -0.0642, -0.9187, 0.2997, -0.0726, -0.4467, -0.4150, -0.5744, 0.6409, 0.4156, 0.3597, 0.3835, 0.4413, 0.3464, 0.3426, 0.5806, 0.2946, 0.2842, 0.2324], "mol_weight_g_mol": 188.2, "e_above_lowest_kj_mol": 95.91, "gap_ha": 0.379, "total_energy_ha": -947.2602, "charge": 1}

Entry 5:
{"formula": "C6H10N4", "method": "ωB97M-V/def2-TZVPD", "elements": ["C", "C", "C", "C", "C", "C", "N", "N", "N", "N", "H", "H", "H", "H", "H", "H", "H", "H", "H", "H"], "xyz": [[-1.416, 1.334, -0.425], [-2.642, 0.722, -0.468], [-0.534, 0.329, -0.029], [-1.182, -0.864, 0.128], [2.030, 1.751, 0.263], [1.681, 0.304, 0.400], [1.983, -1.752, -0.430], [1.980, -0.498, -0.650], [-2.498, -0.598, -0.133], [-0.729, -2.143, 0.394], [-1.201, 2.362, -0.627], [-3.605, 1.134, -0.695], [1.745, 2.116, -0.720], [3.110, 1.881, 0.371], [1.536, 2.343, 1.029], [1.618, -0.120, 1.404], [2.206, -2.235, -1.309], [-3.237, -1.282, -0.109], [0.290, -2.195, 0.400], [-1.136, -2.588, 1.205]], "atomic_forces_ev_per_a": [[0.0, -1.0, 0.0], [-0.3, 0.2, -0.1], [3.7, 2.5, 0.4], [-1.4, -2.2, -0.2], [-0.1, -0.2, 0.1], [-0.3, -0.6, -1.2], [-0.4, -1.9, 0.5], [0.7, 2.2, 0.2], [-1.1, -1.0, 0.5], [-0.7, 1.6, 0.3], [0.0, 0.3, 0.0], [-0.4, 0.0, 0.0], [0.0, 0.0, -0.1], [0.0, 0.0, 0.0], [-0.1, 0.1, 0.1], [0.0, -0.1, -0.1], [0.0, 0.3, 0.2], [-0.1, 0.1, -0.1], [0.7, 0.1, -0.2], [-0.4, -0.2, -0.2]], "mulliken_charge": [-0.7908, -0.4998, 0.4199, -0.0682, -1.0966, 0.2602, -0.7765, -0.2173, 0.0242, -0.4762, 0.4146, 0.4194, 0.3019, 0.3182, 0.3078, 0.4369, 0.1913, 0.1975, 0.3633, 0.2702], "mol_weight_g_mol": 138.2, "s2": 2.031, "e_above_lowest_kj_mol": 55.32, "spin_multiplicity": 3, "gap_ha": [0.230, 0.209], "total_energy_ha": -453.4372}

Entry 6:
{"formula": "C6H10N4", "method": "ωB97M-V/def2-TZVPD", "elements": ["C", "C", "C", "C", "C", "C", "N", "N", "N", "N", "H", "H", "H", "H", "H", "H", "H", "H", "H", "H"], "xyz": [[1.346, -1.312, 0.029], [2.100, -0.668, 0.910], [0.801, -0.413, -0.922], [1.162, 0.834, -0.369], [-1.841, -1.660, -0.240], [-1.532, -0.285, -0.296], [-1.610, 1.755, 0.919], [-1.771, 0.705, 0.280], [1.904, 0.666, 0.691], [0.697, 2.108, -0.672], [1.147, -2.371, -0.029], [2.499, -0.943, 1.853], [-1.424, -2.173, -1.196], [-2.856, -1.706, -0.229], [-1.461, -2.269, 0.546], [0.406, -0.506, -1.894], [-2.512, 2.248, 1.164], [2.552, 1.279, 1.143], [-0.041, 2.470, -0.021], [0.432, 2.240, -1.666]], "atomic_forces_ev_per_a": [[-0.6, -2.8, -2.3], [-0.4, 0.5, 1.5], [1.1, 1.9, 1.7], [-2.0, 1.1, -2.9], [1.5, -2.3, -2.4], [3.9, -2.5, -3.9], [0.0, 3.9, 1.7], [-3.5, 1.6, 3.2], [2.0, -0.6, 2.2], [-0.1, 1.1, -1.1], [0.4, -0.1, 0.2], [0.5, -0.6, 0.4], [-0.9, 0.8, 1.4], [-3.4, -0.8, -0.1], [0.6, 0.0, 1.1], [-0.5, -0.5, -0.6], [0.9, -0.8, -0.6], [-0.4, 1.0, -0.2], [0.7, -0.5, -0.6], [0.1, -0.3, 1.2]], "mulliken_charge": [-0.3026, -0.8622, -0.4906, 0.1543, -1.2904, 0.3216, -0.9999, 0.5515, -0.0207, -0.5906, 0.4463, 0.3821, 0.2728, 0.5569, 0.2880, 0.6195, 0.2111, 0.2230, 0.2803, 0.2497], "mol_weight_g_mol": 138.2, "s2": 2.011, "e_above_lowest_kj_mol": 210.66, "spin_multiplicity": 3, "gap_ha": [0.209, 0.222], "total_energy_ha": -453.3780}

Entry 7:
{"formula": "C6H10N4", "method": "ωB97M-V/def2-TZVPD", "elements": ["C", "C", "C", "C", "C", "C", "N", "N", "N", "N", "H", "H", "H", "H", "H", "H", "H", "H", "H", "H"], "xyz": [[2.481, -1.107, 0.277], [-1.624, 0.551, -2.322], [0.466, 0.097, 0.011], [1.428, -3.087, 1.333], [-0.533, 0.979, -0.090], [-0.695, 1.614, 1.297], [2.066, -2.152, 0.792], [1.771, 0.070, 0.164], [-1.500, 1.067, -0.931], [-0.639, 0.322, -3.034], [3.485, -0.917, 0.084], [-2.631, 0.611, -2.571], [1.457, -3.323, 2.478], [0.695, -3.676, 0.877], [0.311, 1.533, 1.777], [-1.370, 0.991, 1.844], [-1.002, 2.619, 1.030], [2.354, 0.907, -0.188], [-2.428, 1.455, -0.795], [-0.940, 0.021, -4.015]], "atomic_forces_ev_per_a": [[0.1, 0.6, 1.1], [1.8, 0.9, 1.5], [1.6, -1.1, 0.1], [0.5, 0.7, 3.0], [-0.6, -0.1, 1.4], [1.7, -0.6, -0.7], [-1.1, -1.2, 0.7], [-0.9, 2.5, -2.0], [-1.6, -0.5, -3.6], [0.1, -1.0, -1.4], [1.9, -0.6, -0.9], [-1.9, -0.3, -0.7], [0.5, 0.9, -1.9], [-0.6, -1.1, -1.7], [-1.0, 0.7, 0.0], [-0.8, 0.2, 0.5], [-0.1, 0.3, 0.7], [-0.9, -1.6, 0.7], [0.5, 0.6, 1.5], [0.7, 0.5, 1.6]], "mulliken_charge": [0.0164, -0.1697, -0.1615, -0.1155, 0.6981, -1.1955, 0.0600, -0.0795, -0.1835, -0.4663, 0.4246, 0.3900, 0.3034, 0.3450, 0.3623, 0.3693, 0.3950, 0.3599, 0.3258, 0.3214], "mol_weight_g_mol": 138.2, "e_above_lowest_kj_mol": 407.04, "gap_ha": 0.307, "total_energy_ha": -452.8485, "charge": 2}

Entry 8:
{"formula": "C6H10N4O2S", "method": "ωB97M-V/def2-TZVPD", "elements": ["C", "C", "C", "C", "C", "C", "N", "N", "N", "N", "O", "O", "S", "H", "H", "H", "H", "H", "H", "H", "H", "H", "H"], "xyz": [[1.280, 1.080, -1.938], [1.573, -0.393, -2.272], [0.916, 1.044, 0.526], [-0.565, 2.438, 3.384], [-1.667, -1.610, -1.233], [-0.244, 0.963, 3.194], [1.465, 1.169, -0.537], [0.443, -1.156, -1.946], [-0.671, -0.649, -1.389], [0.487, -2.525, -2.246], [1.052, 1.987, -2.663], [2.536, -0.992, -2.648], [-0.322, 0.355, 1.392], [0.084, 2.885, 4.129], [-0.482, 3.085, 2.524], [-1.541, 2.443, 3.588], [-1.252, -2.475, -0.626], [-2.574, -1.238, -0.589], [-2.136, -1.855, -2.231], [-0.836, 0.128, 3.480], [0.749, 0.802, 3.432], [1.477, -2.808, -2.148], [0.228, -2.677, -3.183]], "atomic_forces_ev_per_a": [[0.9, -1.0, 1.7], [-2.1, -0.3, 0.4], [0.1, 0.1, 1.6], [2.4, -0.8, -0.6], [-2.8, -1.1, 1.7], [0.8, 0.8, -3.3], [0.3, 0.9, -1.7], [-0.9, -0.5, -0.2], [1.5, 1.4, -0.4], [1.6, -0.3, 1.7], [-0.2, 0.4, -0.6], [1.5, 0.6, -0.6], [-0.9, 0.0, 0.1], [-0.3, -0.1, 0.4], [0.5, -0.3, -0.7], [-3.9, 0.8, 1.5], [-0.7, 0.5, -1.2], [1.9, -0.1, -1.2], [0.6, -0.4, 1.0], [-1.0, 0.0, 1.4], [1.9, -0.7, 0.8], [-0.8, 0.2, -0.1], [-0.4, -0.1, -1.5]], "mulliken_charge": [0.4252, 0.6087, 0.2821, -1.0661, -0.7402, -0.5539, -0.3840, 0.8421, -0.6883, -0.8123, -0.4975, -0.5933, 0.0228, 0.3086, 0.3416, 0.3617, 0.3254, 0.2574, 0.3034, 0.4108, 0.3340, 0.2853, 0.2267], "mol_weight_g_mol": 202.2, "e_above_lowest_kj_mol": 324.03, "gap_ha": [0.253, 0.281], "total_energy_ha": -1002.1028}

Repeat the third record exactly.
{"formula": "C6H10N3O", "method": "ωB97M-V/def2-TZVPD", "elements": ["C", "C", "C", "C", "C", "C", "N", "N", "N", "O", "H", "H", "H", "H", "H", "H", "H", "H", "H", "H"], "xyz": [[2.647, -0.484, -0.596], [1.309, 1.284, -0.793], [0.720, 0.163, -0.295], [0.845, 2.649, -1.092], [-2.693, -1.767, 1.628], [-1.468, -1.626, 0.739], [1.478, -0.903, -0.180], [2.594, 0.823, -0.966], [-1.308, -0.336, 0.222], [-2.113, 0.524, 0.185], [3.529, -1.090, -0.631], [1.683, 3.282, -1.365], [0.135, 2.639, -1.918], [0.340, 3.081, -0.230], [-2.759, -2.782, 2.009], [-2.622, -1.082, 2.471], [-3.606, -1.540, 1.081], [-1.539, -2.292, -0.139], [-0.523, -1.912, 1.220], [3.350, 1.371, -1.349]], "atomic_forces_ev_per_a": [[0.2, 0.0, 0.0], [-0.5, 0.1, 0.1], [-1.9, -1.7, 0.6], [-0.3, 0.3, -0.1], [-0.1, 0.2, 0.0], [-0.7, -1.9, 0.7], [-0.7, 0.1, 0.1], [-0.2, -0.2, 0.0], [3.2, 3.9, -1.4], [0.4, -1.4, 0.2], [0.2, 0.0, -0.1], [0.0, 0.1, 0.0], [0.0, 0.0, -0.1], [0.1, 0.1, 0.0], [0.1, -0.1, 0.0], [0.0, 0.0, 0.1], [0.0, 0.0, 0.0], [0.1, 0.2, 0.0], [-0.1, 0.3, -0.2], [0.0, 0.0, 0.1]], "mulliken_charge": [-0.3040, 0.2432, 0.7237, -1.2623, -1.2290, -0.2373, -0.4417, -0.0183, 0.3829, -0.2907, 0.4333, 0.3671, 0.3045, 0.3250, 0.3765, 0.3801, 0.3612, 0.3225, 0.3570, 0.2066], "mol_weight_g_mol": 140.2, "e_above_lowest_kj_mol": 572.51, "gap_ha": 0.286, "total_energy_ha": -473.7248, "charge": 1}

Q: Number 6 is which compound?
A: C6H10N4